A molecular structure, C14H31IN2O7P2S in a non-equilibrium geometry, computed with ωB97M-V/def2-TZVPD.

XYZ file:
```
58
Properties=species:S:1:pos:R:3:forces:R:3:nbo_charge:R:1
C -2.03821 3.18453 1.57074 -0.4805 -0.2027 -0.1755 -0.607
C -2.86956 1.88769 1.28862 1.0037 0.9630 -0.4355 -0.401
C -2.32716 1.16737 0.00168 -0.3456 -0.2104 0.8849 -0.399
C -1.83504 -0.27611 0.29219 0.1391 0.0071 0.0764 -0.405
C -0.32582 -0.37791 0.68424 -0.1485 -0.3473 -1.0566 -0.403
C 0.56686 -1.13182 -0.40104 0.9848 1.7392 0.8695 -0.390
C 1.75221 -0.13057 -0.69921 -0.8712 -0.7277 -0.7565 -0.402
C 1.21741 0.95390 -1.69058 -0.2594 -0.1718 1.7365 -0.486
C 1.52551 2.40880 -1.32602 1.0168 -0.3846 -1.1382 -0.056
P 0.89761 3.33240 -2.88962 -2.1329 -0.7598 -1.0661 1.264
N -0.62590 2.94352 -3.10368 0.6247 0.1990 -0.0666 -1.310
O 0.78865 3.07830 -0.29242 0.3971 0.5670 -0.3472 -0.518
C 1.47285 4.28300 -0.12545 1.4051 -3.5456 -2.7492 0.965
O 1.14629 5.14074 0.53623 -1.5885 3.7628 2.7049 -0.497
O 2.66296 4.26392 -0.88433 -0.4768 -0.6520 0.9121 -0.569
C 2.94174 2.83648 -0.92977 0.0844 1.4971 -1.0690 -0.176
I 3.57565 2.51317 1.16492 0.0938 -0.5657 -0.1880 0.139
P 4.41518 2.19473 -1.86977 0.7993 -1.9218 0.2743 1.210
N 5.60598 3.42687 -1.62728 -0.4324 0.1135 -0.0905 -1.156
O 4.02159 2.12571 -3.50926 0.2895 1.1310 0.8689 -0.983
H -1.10907 2.96464 2.11618 -0.2565 0.1466 -0.1493 0.201
H -1.77449 3.66853 0.61759 -0.0253 -0.1604 0.3100 0.209
H -2.64809 3.91578 2.12293 0.3644 -0.2503 0.1102 0.201
H -2.79163 1.22520 2.16396 -0.3284 0.1638 -0.2771 0.192
H -3.90200 2.23805 1.14281 0.1647 -0.5397 0.1070 0.199
H -3.13597 1.14883 -0.74498 0.3776 -0.0178 0.1070 0.206
H -1.50030 1.77433 -0.39295 -0.3197 -0.2327 -0.1614 0.209
H -2.42668 -0.69793 1.11955 -0.0424 0.0135 -0.4237 0.203
H -2.01846 -0.88481 -0.60782 0.0682 -0.0137 0.3613 0.191
H 0.05361 0.65709 0.75817 -0.1005 -0.3828 0.1496 0.190
H -0.18276 -0.86156 1.65902 -0.1050 0.1176 -0.2705 0.221
H 0.01366 -1.28976 -1.33743 0.0968 -0.3205 0.3592 0.188
H 1.02822 -2.04531 -0.00754 -0.6052 -0.0005 -0.1616 0.221
H 2.59931 -0.63430 -1.18923 -0.1061 0.1120 0.3878 0.207
H 2.05782 0.25985 0.27717 0.1740 0.0371 -0.4425 0.209
H 1.59345 0.73440 -2.70107 -0.0082 0.3347 0.2534 0.240
H 0.12134 0.87022 -1.73713 0.3343 0.1834 -0.1096 0.268
H 1.61431 2.90680 -4.03583 0.6624 0.5098 0.5853 -0.014
H 0.96029 4.73351 -2.71474 0.7177 -0.3004 0.2550 -0.028
H -0.73749 2.49760 -4.01142 -0.1644 -0.0972 0.2802 0.369
H 5.64772 3.70268 -0.64469 -0.3451 0.2273 -0.2467 0.402
H 6.52700 3.02943 -1.80608 -0.2535 -0.0498 -0.1492 0.388
H 4.72767 1.56871 -3.87341 -0.3900 0.0166 -0.0908 0.500
O -0.38190 -5.82656 0.55088 0.2155 0.1310 0.1975 -0.936
S -1.33048 -4.78504 0.80242 -0.7442 -0.1010 -0.1917 2.386
O -0.91110 -3.48153 1.21301 0.2880 -0.0818 0.0687 -0.936
O -2.43356 -5.32183 1.82610 0.0317 0.0211 -0.3522 -0.721
C -1.98531 -5.89942 3.06270 0.2433 -0.1369 0.7525 -0.078
C -1.59640 -4.83805 4.07379 0.1598 0.2155 -0.1274 -0.640
C -2.39298 -4.62202 -0.59482 -0.1230 -0.0285 -0.0062 -0.887
H -1.16329 -6.59521 2.88286 -0.0102 0.0800 -0.1881 0.199
H -2.82151 -6.48122 3.44905 -0.1214 0.0589 -0.2813 0.195
H -0.70094 -4.30280 3.75686 -0.0094 -0.0314 0.0154 0.225
H -1.39458 -5.29293 5.04444 -0.0545 -0.0562 -0.0369 0.217
H -2.39281 -4.10114 4.18436 -0.0346 -0.0805 0.0375 0.218
H -2.76259 -5.60628 -0.87153 0.0255 0.0119 0.0325 0.251
H -1.80592 -4.19704 -1.40687 0.0753 0.0057 0.0845 0.254
H -3.21288 -3.95563 -0.33652 0.0460 0.0053 0.0232 0.255
```
Positions in Å, forces in eV/Å.

Computed properties:
Total charge = 0
Gap between HOMO and LUMO = 0.29829 hartree



A molecular structure, C14H32AgN5O11S in a non-equilibrium geometry, computed with ωB97M-V/def2-TZVPD.

XYZ file:
```
64
Properties=species:S:1:pos:R:3:forces:R:3:nbo_charge:R:1
Ag -17.10497 8.24453 13.01643 -0.5453 -0.0916 0.0246 0.923
N -19.45493 5.93194 11.27333 -0.5760 0.1559 -0.1842 0.715
O -19.04993 5.48412 10.17377 0.0338 -0.1488 0.2725 -0.563
O -20.35550 5.36225 11.91226 0.6583 0.0916 -0.2413 -0.504
O -18.98112 7.02514 11.68322 0.2360 0.0671 0.1962 -0.608
C -16.20963 6.89482 9.88246 0.3381 -0.5491 -0.3997 -0.133
C -15.38964 7.20678 8.62143 -0.6659 -0.4744 -0.0885 -0.095
O -14.27333 7.99610 9.06481 0.0392 0.6002 -0.0698 -0.700
S -14.43178 8.42024 10.59774 -0.4272 -1.1093 -0.6248 2.578
O -14.28098 9.81431 10.76841 0.1213 0.4997 0.0441 -0.911
O -13.64546 7.50278 11.35039 0.1324 0.1384 0.3276 -0.931
O -15.96873 8.06391 10.68297 0.2264 0.3792 0.4375 -0.701
H -15.82407 6.01462 10.39541 -0.0612 0.0982 0.1555 0.203
H -17.28364 6.77672 9.74850 -0.0244 0.0794 0.0261 0.291
H -16.01962 7.73409 7.90093 0.3961 0.4292 0.0667 0.188
H -14.98579 6.32871 8.12339 -0.0394 -0.1175 0.1665 0.203
C -17.27712 12.13519 11.60812 0.2086 -0.1183 0.0015 -0.705
C -17.98186 10.95515 10.98296 -0.0039 0.3206 0.1394 0.687
O -18.12615 9.87966 11.53413 0.2477 -0.2510 0.4566 -0.667
N -18.48603 11.15456 9.75227 -0.0236 -0.2166 -0.6067 -0.601
C -18.98278 10.03627 8.96061 -0.4027 0.4248 -0.0135 -0.416
H -16.19684 11.97797 11.55431 -0.0407 -0.0890 -0.1257 0.247
H -17.52347 12.20104 12.66573 -0.1821 0.0342 -0.0404 0.235
H -17.51951 13.05879 11.08598 0.0010 0.1006 0.1411 0.210
H -18.30692 12.00947 9.25896 0.1161 0.1236 0.1642 0.390
H -18.17076 9.45750 8.52073 0.0020 -0.1060 0.0844 0.189
H -19.59776 10.45957 8.16653 0.0530 -0.1271 -0.0808 0.198
H -19.61615 9.40183 9.57448 0.1762 -0.1415 0.0614 0.248
C -17.07349 10.77519 16.04112 0.2522 0.6602 -0.2523 -0.714
C -17.82211 9.48310 16.19832 0.9117 0.1847 0.2320 0.686
O -18.22652 8.87084 15.23174 -0.4419 -0.4008 -0.4773 -0.659
N -17.94035 9.02428 17.46083 -0.0518 -0.5240 0.2823 -0.604
C -18.58258 7.76656 17.78359 -0.2500 -0.4171 0.2196 -0.424
H -16.29288 10.64704 15.29005 -0.0943 -0.2153 -0.0480 0.249
H -16.59549 11.17169 16.93795 -0.1805 -0.1691 0.1445 0.207
H -17.74798 11.54112 15.65210 -0.0658 -0.0849 0.0526 0.241
H -17.45985 9.49311 18.20532 -0.0365 0.2391 -0.0602 0.395
H -18.05054 7.22846 18.57076 0.1044 0.3161 0.0924 0.199
H -18.59908 7.08183 16.93900 -0.0554 0.3551 -0.2565 0.232
H -19.60845 7.92798 18.12038 0.0022 -0.0621 -0.0688 0.202
C -13.27242 7.14025 14.83516 0.2039 -0.1355 -0.4369 -0.710
C -13.74975 8.52004 14.48121 0.6059 -0.6051 -0.1720 0.700
O -14.87252 8.70309 14.05071 -0.7651 0.5653 0.1586 -0.692
N -12.84247 9.51391 14.57610 -0.3780 0.0590 0.1290 -0.603
C -13.20730 10.86593 14.22953 -0.1653 0.3397 -0.1692 -0.418
H -13.99118 6.60456 15.44859 -0.0571 0.1492 0.1399 0.239
H -12.28341 7.14028 15.28990 -0.0336 -0.0889 0.0892 0.207
H -13.22984 6.60913 13.87923 0.0968 -0.0388 0.0668 0.258
H -11.88063 9.29409 14.74993 0.0283 -0.0669 0.1127 0.400
H -12.41561 11.53199 14.56316 0.0117 0.0695 -0.1580 0.204
H -14.13217 11.16090 14.72504 0.0588 -0.1274 0.1913 0.203
H -13.40734 10.98144 13.16264 0.2516 -0.0345 -0.0625 0.220
C -15.11107 3.88796 12.60650 0.3790 0.4412 -0.1378 -0.713
C -15.82446 4.93178 13.42523 -0.5991 -0.1542 0.0025 0.694
O -16.31081 5.92480 12.91966 0.2166 0.4359 -0.2914 -0.667
N -15.96956 4.66995 14.74815 -0.0767 -0.4698 0.0584 -0.615
C -16.86534 5.44668 15.59276 0.8086 0.5238 -0.1716 -0.428
H -15.81309 3.11206 12.30572 0.0842 -0.2114 0.2696 0.249
H -14.23676 3.52227 13.14642 -0.1899 -0.4031 -0.0216 0.219
H -14.75123 4.34586 11.68749 -0.0206 0.1314 0.0458 0.240
H -15.76207 3.72991 15.04092 0.1169 0.0480 0.0274 0.391
H -17.39326 4.78585 16.27059 -0.2072 0.0227 -0.0083 0.206
H -17.52343 6.04931 14.97040 -0.2926 -0.2654 -0.0089 0.246
H -16.26687 6.16587 16.16388 -0.1655 -0.0690 0.1960 0.186
```
Positions in Å, forces in eV/Å.

Computed properties:
Total charge = 0
Gap between HOMO and LUMO = 0.27754 hartree



4 unconnected molecules or ions with the total composition C14H32BClNO3 in a non-equilibrium geometry, computed with ωB97M-V/def2-TZVPD.

XYZ file:
```
52
Properties=species:S:1:pos:R:3:forces:R:3:nbo_charge:R:1
C 3.72972 -0.68353 -0.16734 0.1196 -0.7769 0.6674 -0.427
N 4.90730 -1.30901 -0.80294 -0.9778 -0.3852 -0.4051 -0.671
C 5.00166 -1.02508 -2.25698 1.3737 -0.0322 -0.5675 -0.455
B 5.38707 0.54701 -2.63812 -0.3669 -0.8672 0.4522 -0.110
Cl 3.94674 1.31552 -3.63272 -0.5611 0.3107 -0.5741 -0.419
H 3.01484 -1.49438 0.15151 0.7402 0.9980 -0.2478 0.196
H 3.15382 -0.00053 -0.83690 0.6912 -0.2611 0.3625 0.193
H 4.07891 -0.13733 0.74391 -0.5721 -0.1592 -0.5815 0.167
H 5.76976 -1.09846 -0.31468 -0.2672 0.4031 -0.3588 0.342
H 4.10771 -1.39814 -2.82474 0.4803 0.2036 0.7851 0.181
H 5.86669 -1.64922 -2.63829 -0.8117 0.3160 0.3308 0.170
H 5.47739 1.21262 -1.63751 0.1356 0.1639 0.2669 -0.081
H 6.36323 0.61196 -3.32651 0.3709 0.0927 -0.2875 -0.080
C 0.50027 5.15128 -3.57019 -0.0288 0.2084 -0.2570 -0.431
C 0.95447 3.71194 -3.41309 -0.1642 -0.2526 0.0282 -0.430
C 2.15940 3.85980 -2.50437 0.3288 0.0044 0.0477 -0.072
O 1.90342 5.00915 -1.67274 -0.3548 0.1818 -0.1612 -0.547
C 0.77877 5.72224 -2.19115 0.1476 -0.1130 0.3067 -0.064
H -0.54506 5.25365 -3.86770 0.0217 0.0186 0.0201 0.202
H 1.11966 5.65740 -4.31731 -0.0398 -0.0061 0.0312 0.196
H 0.17516 3.12833 -2.91214 0.0318 -0.0030 -0.0367 0.190
H 1.19584 3.21964 -4.35484 0.0549 -0.0041 0.0822 0.231
H 3.06907 4.04933 -3.07863 -0.0199 -0.1441 0.0288 0.188
H 2.32546 2.98357 -1.87921 0.0883 0.1140 -0.0087 0.211
H -0.06993 5.55863 -1.51568 -0.0959 0.0763 -0.0456 0.151
H 1.00313 6.79169 -2.21321 0.0327 -0.0118 0.0609 0.169
C -1.40813 -0.98413 0.65299 -0.2170 -0.0077 -0.2225 -0.430
C -1.05848 -1.93404 1.78176 0.0534 -0.0700 0.3011 -0.445
C 0.19982 -2.59676 1.25105 0.1640 0.0000 -0.2338 -0.064
O 0.85573 -1.63312 0.41911 -0.6654 -0.1212 0.2027 -0.529
C -0.03536 -0.53845 0.18057 0.2820 0.1407 -0.0102 -0.067
H -2.04201 -0.15025 0.95953 0.0354 -0.0075 -0.0141 0.207
H -1.92177 -1.52856 -0.14615 0.0063 0.0430 0.0232 0.195
H -0.82785 -1.36524 2.68846 -0.0111 -0.0339 -0.0218 0.192
H -1.84640 -2.64448 2.01815 0.0502 0.0432 0.0047 0.241
H -0.04080 -3.46965 0.63360 -0.0319 -0.0624 0.0719 0.159
H 0.87855 -2.91130 2.04697 0.0626 0.0261 -0.0805 0.180
H 0.32296 0.32215 0.75608 -0.0523 0.0586 -0.0506 0.167
H -0.01562 -0.27872 -0.87933 0.1149 -0.0357 0.0300 0.192
C -6.13651 -2.17807 3.18543 -0.2467 -0.0106 -0.2441 -0.430
C -5.78813 -3.12468 4.31806 -0.0253 0.0264 0.3495 -0.431
C -4.53438 -3.79740 3.78930 0.1413 -0.1389 -0.1824 -0.066
O -3.87643 -2.83822 2.95325 -0.4155 -0.0624 0.1783 -0.540
C -4.76338 -1.73943 2.71051 0.2543 0.1507 0.0190 -0.068
H -6.76676 -1.34158 3.48912 0.0416 -0.0212 -0.0144 0.216
H -6.65233 -2.72341 2.38926 0.0131 0.0513 0.0279 0.201
H -5.55466 -2.55388 5.22188 -0.0154 -0.0496 -0.0265 0.201
H -6.58071 -3.83413 4.55871 0.0411 0.0136 -0.0184 0.215
H -4.77988 -4.67127 3.17621 -0.0288 -0.0443 0.0688 0.165
H -3.85628 -4.11140 4.58521 0.0506 0.0361 -0.0801 0.185
H -4.40137 -0.87805 3.28234 -0.0529 0.0480 -0.0440 0.167
H -4.74430 -1.48402 1.64950 0.0943 -0.0467 0.0272 0.189
```
Positions in Å, forces in eV/Å.

Computed properties:
Total charge = -1
Gap between HOMO and LUMO = 0.20020 hartree



A molecular structure, C14H32BF4N4Nb in a non-equilibrium geometry, computed with ωB97M-V/def2-TZVPD.

XYZ file:
```
56
Properties=species:S:1:pos:R:3:forces:R:3:nbo_charge:R:1
Nb -0.48031 -0.20242 0.08522 2.1787 0.5056 -1.0611 2.167
N 0.58131 1.34990 0.83338 -0.5811 -1.0284 0.5461 -0.716
N 1.12076 -1.40016 0.50551 -1.2868 0.5124 -0.0545 -0.651
N -0.93805 1.02965 -1.49802 -0.0375 -1.7633 0.7153 -0.704
N -0.29738 -1.10345 -1.73786 -0.7902 1.2089 0.9992 -0.735
H 2.42004 0.39196 1.13757 -0.1010 0.3419 0.0886 0.212
C 1.91408 1.32745 1.39508 0.1069 -0.1273 0.0288 -0.407
H 1.88741 1.40898 2.49163 0.0811 0.1030 -0.0556 0.181
H 2.50220 2.16563 0.99757 0.0513 0.0004 0.0906 0.174
H 0.58922 3.44212 0.89384 -0.2088 0.0170 0.1101 0.185
C -0.09688 2.60396 1.09498 -0.0007 0.1844 -0.1242 -0.424
H -0.43917 2.65296 2.14318 0.1529 0.2081 -0.1688 0.184
H -0.97594 2.73291 0.45267 0.3696 -0.0366 0.2582 0.206
C 2.30281 -1.77456 -0.25087 -0.1392 -0.0733 -0.0333 -0.438
H 2.14447 -2.73899 -0.76144 0.1804 0.0986 0.1823 0.188
H 2.55336 -1.01878 -1.00381 -0.2270 -0.3654 0.4243 0.233
H 3.16779 -1.88099 0.42359 -0.1786 -0.0243 -0.0638 0.190
H 0.79950 -3.25232 1.43584 0.0279 0.0612 0.2442 0.185
C 0.95619 -2.19648 1.70851 0.0464 -0.0255 0.0688 -0.428
H 1.84831 -2.13553 2.35272 -0.2047 0.0232 -0.0447 0.197
H 0.08927 -1.85916 2.29937 0.1584 -0.1200 -0.1193 0.206
C -1.69567 2.20532 -1.87592 0.5169 0.0175 0.5345 -0.044
H -1.04639 3.08440 -1.71834 -0.2436 0.0662 -0.0734 0.177
C -2.94368 2.31775 -1.01166 -0.4614 0.0746 -0.0427 -0.610
H -2.76820 2.23084 0.06249 0.1008 0.0264 -0.1176 0.209
H -3.43860 3.27530 -1.19627 -0.0745 -0.0536 0.0539 0.209
H -3.63434 1.50639 -1.27819 0.1021 0.1654 0.0236 0.210
C -2.11944 2.16786 -3.32807 -0.3420 0.2968 -0.2733 -0.615
H -2.59420 3.11936 -3.57152 -0.0958 -0.0323 -0.0477 0.217
H -1.29155 2.02846 -4.01886 -0.1588 0.0626 -0.0063 0.211
H -2.84609 1.36443 -3.47893 0.0175 0.1386 -0.1076 0.205
H -0.53118 -3.41258 -4.17497 -0.1692 0.2863 -0.0217 0.215
C -0.70386 -2.40885 -3.76087 -0.0333 -0.4079 -0.1316 -0.614
H -1.78577 -2.22814 -3.66617 0.2846 -0.1259 -0.1774 0.208
H -0.26034 -1.67359 -4.44139 -0.3172 -0.3711 0.0589 0.204
C -0.06142 -2.35504 -2.38236 0.7079 -0.1540 0.1603 -0.043
H 1.03404 -2.48933 -2.49207 -0.2474 -0.2170 -0.2459 0.167
C -0.60078 -3.48212 -1.51630 -0.1364 -0.4371 -0.0129 -0.606
H -0.15379 -3.51479 -0.51628 0.0148 0.0992 -0.2396 0.206
H -1.68521 -3.36392 -1.39112 0.1590 0.0188 -0.0341 0.210
H -0.42296 -4.44774 -2.00636 -0.0030 0.0970 0.1604 0.208
H -1.37118 -0.10491 -3.22380 0.3204 0.1627 0.2015 0.171
C -0.53773 0.07891 -2.51473 -1.0252 -0.2281 -0.1834 0.132
C 2.62624 1.32171 -1.92436 -0.2994 -0.4080 -0.3110 -0.399
H 2.14542 2.25786 -1.61378 0.1165 -0.4040 -0.2053 0.201
H 3.63844 1.13583 -1.53868 -0.4809 0.1020 -0.1984 0.200
C 2.00987 0.41514 -2.70102 0.6352 0.5127 0.2070 -0.175
H 2.55800 -0.49272 -2.99672 -0.1268 0.3770 0.3248 0.192
C 0.65104 0.52034 -3.33247 0.7185 0.2458 -0.6687 -0.475
H 0.46325 1.55243 -3.65518 0.2581 -0.3443 -0.1568 0.217
H 0.66232 -0.16912 -4.18908 0.1473 0.7260 -0.1243 0.207
F -2.03169 -0.49349 1.18836 0.5289 0.0010 -0.2942 -0.604
B -0.77481 0.14055 4.55308 0.1204 0.0021 -0.2221 1.493
F 0.56606 -0.03634 4.50270 -1.6186 0.2188 0.0839 -0.502
F -1.28127 1.38702 4.60919 0.5692 -1.4371 -0.0256 -0.496
F -1.58702 -0.93119 4.53107 0.9173 1.2226 0.0817 -0.493
```
Positions in Å, forces in eV/Å.

Computed properties:
Total charge = 0
Gap between HOMO and LUMO (spin up / spin down) = 0.29355 / 0.29358 hartree



no.,electronic energy (hartree)
1,-2566.72833
2,-2199.15906
3,-1318.13882
4,-1253.12840